# C7H21B2N3Si

A structure of composition C7H21B2N3Si (ωB97M-V/def2-TZVPD, the OMol25 dataset).

Each line ends with the Mulliken charge.
Positions of all 34 atoms, in Å:
B -0.79649 0.85237 1.55272  0.30
B 0.74895 1.14438 0.12706  -0.08
N -0.17889 1.99129 0.93730  0.05
N -0.20768 -0.44253 1.31375  -0.29
N 0.58364 -0.29116 0.18339  0.53
C -2.02872 0.94866 2.48735  -1.02
C 1.97023 1.74377 -0.65981  -1.04
C -0.26672 3.38096 1.11726  -1.05
C -0.52247 -1.72595 1.89866  -1.08
C 1.83895 -1.07764 -2.48445  -1.06
C -1.25311 -0.68455 -2.01401  -1.08
C 0.18068 -3.07396 -0.91084  -1.18
Si 0.37657 -1.26358 -1.31339  0.08
H -1.52888 1.22565 3.42448  0.30
H -2.61557 1.79867 2.13799  0.27
H -2.59170 0.04131 2.60740  0.35
H 1.71637 1.84603 -1.73625  0.28
H 2.28015 2.73023 -0.37594  0.35
H 2.75997 0.99791 -0.56655  0.31
H -1.17895 3.72668 0.57323  0.33
H -0.27212 3.64895 2.17105  0.29
H 0.58439 3.83815 0.65644  0.28
H -0.80424 -1.57446 2.92922  0.37
H -1.31958 -2.21083 1.34538  0.34
H 0.38564 -2.35918 1.85125  0.33
H 2.67967 -1.55200 -2.03287  0.32
H 2.14721 -0.03505 -2.72808  0.29
H 1.62889 -1.56634 -3.40923  0.38
H -1.67064 -1.41473 -2.70209  0.41
H -1.10600 0.27838 -2.47296  0.31
H -1.99403 -0.53050 -1.23380  0.33
H 0.22007 -3.58149 -1.87565  0.36
H 1.00733 -3.41948 -0.30628  0.35
H -0.77291 -3.38999 -0.49174  0.35

HOMO = -7.495 eV
Spin multiplicity = 1
Frontier orbital gap = 8.2 eV
LUMO level = 0.02543 hartree
Strongest force on any atom = 5.879 eV/A
M = 197.0 Da
Total energy = -21304.1795 eV